Entry 1:
The following is a quantum chemistry calculation of C30H51BNO3ReSbSi as an isolated structure at a distorted geometry, from OMol25.

Geometry as XYZ:
```
89
Properties=species:S:1:pos:R:3
Re 0.34219 -0.34686 -0.34807
Sb 0.20340 2.34898 -0.40780
Si 2.76151 -1.93219 -1.88083
O -1.84958 -2.64410 -1.31139
O -2.16969 -0.48885 -0.62962
O 0.65301 -0.73220 1.99763
N 1.93726 -1.30019 -0.37244
C 2.19645 2.50438 1.89312
C 3.99688 -1.72672 0.96475
C 2.95209 -3.81822 -1.65186
C -1.67091 3.07331 -1.28938
C -1.66328 2.56036 -2.69568
C -1.73049 4.58375 -1.09172
C -4.22231 -0.44811 -1.82697
C 2.00592 -1.19205 2.11158
C -3.51765 -1.09398 -0.62678
C 4.26300 -0.77468 -1.95749
C -0.36243 -1.29616 2.90464
C -3.35656 -3.40132 0.45701
C -1.44896 -3.20814 3.75866
C 1.54163 4.63479 -1.99497
C -2.38472 -1.03054 4.15280
C 4.70667 -1.74860 2.16948
C 0.80824 3.03315 1.60270
C -4.30102 -0.75574 0.62947
C 1.84901 3.23804 -1.50101
C -0.36542 -2.66695 3.08195
C 2.29284 2.19438 -2.61008
C 2.67841 -1.25962 3.31680
C 1.62019 -1.51605 -3.33697
C -1.28040 -0.45373 3.50718
C 4.02996 -1.52804 3.36278
C -3.25636 -2.62777 -0.81155
C -4.06802 -3.29686 -1.89507
C 0.70934 4.51430 1.83722
C 2.64660 -1.40642 0.88783
C -2.41345 -2.40447 4.29085
B -1.28979 -1.48697 -1.03647
H 0.16709 2.50756 2.29153
H -2.61288 2.84975 -3.09904
H -1.71730 4.79407 -0.00945
H -0.87215 2.94527 -3.31384
H -3.76290 -4.35695 -1.93690
H -1.61913 1.47164 -2.63825
H 2.44563 1.22031 -2.20718
H 2.50852 5.05731 -2.27414
H -0.34866 4.82038 1.78146
H -3.90772 -2.86213 -2.88725
H -3.06599 -4.43999 0.33926
H 1.28640 5.09908 1.11212
H -2.48675 2.55205 -0.70684
H 5.76527 -2.08462 2.14611
H -4.24665 0.60679 -1.56515
H -3.14630 -0.37318 4.53282
H 3.23508 2.53466 -3.05926
H 2.46169 -4.40701 -2.42879
H -3.66574 -0.58829 -2.75762
H -3.30742 -2.84554 4.72638
H 2.42040 2.70947 2.93047
H 2.46050 -4.11973 -0.68441
H -1.14464 0.60926 3.34259
H 2.33628 1.43147 1.73552
H 4.53752 -2.01035 0.06957
H -2.70861 -2.98009 1.19212
H 4.32370 -0.28326 -2.94600
H 1.28067 5.21730 -1.09794
H -4.41286 0.31477 0.69923
H -2.63022 5.06248 -1.47580
H -5.32568 -1.18543 0.47606
H 3.99114 -4.12804 -1.55245
H 0.44722 -3.31185 2.73091
H 1.13049 4.72285 2.79097
H -5.11070 -3.20139 -1.65801
H -1.48533 -4.30206 3.91206
H -0.90319 5.02729 -1.63631
H -3.85777 -1.06707 1.57486
H -5.28191 -0.75654 -1.98395
H 1.19474 -0.44790 -3.21283
H -4.36280 -3.30309 0.83007
H 2.62842 3.31491 -0.76096
H 5.17366 -1.35515 -1.84948
H 1.59196 2.13632 -3.45201
H 0.77862 -2.19994 -3.43054
H 3.00915 3.03304 1.40415
H 4.50345 -1.56972 4.32333
H 2.27208 -1.46953 -4.23039
H 0.79746 4.67887 -2.77817
H 4.29861 -0.06076 -1.15695
H 2.09396 -1.10717 4.19800
```

E_HOMO (spin up / spin down) = -14.20 / -14.39 eV
M = 820.61 g mol⁻¹
Spin multiplicity = 4
Total charge = +2

=====

Entry 2:
The following is a quantum chemistry calculation of C17H24N3O4RhS as an isolated structure, from OMol25.

Geometry as XYZ:
```
50
Properties=species:S:1:pos:R:3
Rh 0.63435 -1.03424 0.04296
S -0.24246 -2.15333 -1.83186
O 2.46430 -1.64536 -0.56389
O -0.39290 -3.73588 2.74267
O 0.44505 -2.92354 0.84222
O -1.17237 -0.20888 0.45459
N -0.29133 1.56094 -0.74568
N 0.85508 0.76690 -0.73274
N 1.34379 -0.12741 1.78634
C 3.23920 0.59630 -0.83257
C -3.61930 1.03717 0.66230
C 2.06501 2.77391 -1.32272
C 2.01231 1.31871 -0.95358
C 1.53392 -2.33923 2.89395
C 1.18732 -0.86912 3.06203
C -3.95774 3.58930 -0.37407
C -4.84675 1.67434 0.77375
C -5.01821 2.94935 0.25612
C -2.73160 2.95660 -0.48784
C -2.55682 1.67459 0.02989
C 3.39868 -0.77672 -0.68983
C 4.78957 -1.35645 -0.76155
C 0.42098 -3.07000 2.13245
C -1.25095 0.97406 -0.09204
C -1.74322 -2.86999 -1.14464
C -0.98596 -0.92359 -2.91443
H 4.76970 -2.39168 -0.43037
H 1.56173 2.93268 -2.27704
H -2.29803 -2.09955 -0.61323
H 2.31951 0.10487 1.60994
H -1.43075 -3.64546 -0.45146
H -0.18482 -0.42959 -3.45985
H 3.09563 3.11023 -1.39984
H -1.64285 -1.43376 -3.61704
H 0.14486 -0.77362 3.36830
H 1.63268 -2.79739 3.87618
H 4.14061 1.17658 -0.96799
H 2.47918 -2.43701 2.35337
H 5.15990 -1.32105 -1.78704
H 5.47877 -0.78349 -0.14143
H 1.80613 -0.39505 3.82712
H -1.89899 3.44146 -0.97848
H 1.52987 3.37458 -0.58818
H 0.83956 0.75309 1.84772
H -5.97595 3.44611 0.34362
H -3.47106 0.04564 1.06756
H -1.54673 -0.18968 -2.34007
H -2.33019 -3.28465 -1.96274
H -5.66971 1.17329 1.26670
H -4.08896 4.58504 -0.77762
```

E_HOMO = -7.71 eV
M = 469.37 g mol⁻¹
Spin multiplicity = 1

=====

Entry 3:
The following is a quantum chemistry calculation of one molecule with the formula C3H4N2O at a distorted geometry, from OMol25.

Geometry as XYZ:
```
10
Properties=species:S:1:pos:R:3
O 3.04832 0.28623 -0.25264
N 1.00499 -0.74491 0.28326
N -1.25862 -1.10893 0.07195
C -0.33199 1.14644 -0.03279
C 1.94272 0.01089 -0.01652
C -0.25582 -0.19951 0.21110
H 0.28002 1.85450 0.49907
H -2.15382 -0.78150 -0.24865
H -1.00524 -2.05031 -0.18155
H -1.27056 1.58711 -0.33322
```

Structure (SMILES) = C=C(N)N=C=O
E_HOMO = -8.23 eV
M = 84.08 g mol⁻¹
Spin multiplicity = 1

=====

Entry 4:
The following is a quantum chemistry calculation of one molecule with the formula C19H19N5 at a distorted geometry, from OMol25.

Geometry as XYZ:
```
43
Properties=species:S:1:pos:R:3
N -2.39110 0.96244 -1.13049
N -3.04744 1.98165 -2.92766
N -1.86571 0.02161 0.74930
N 4.59323 -1.00631 -5.41492
N -1.00514 1.03389 -3.02670
C -0.78383 -1.42701 5.31450
C 1.24339 0.16572 -4.55176
C -0.75748 -0.69462 6.51492
C -2.07860 1.32263 -2.32821
C -0.91290 1.36357 5.28706
C 3.36498 -1.21815 -3.37857
C 2.16082 -0.93061 -2.64560
C -0.38141 -0.28928 -1.17127
C -0.84551 0.70672 6.48857
C 1.11020 -0.17781 -3.20575
C -0.83884 -0.00462 1.80327
C -0.95849 1.23721 2.70845
C -1.03494 -1.23914 2.66225
C 3.45452 -0.78814 -4.70744
C 2.37343 -0.11309 -5.27978
C -1.53728 0.18910 -0.55911
C -0.87995 -0.76311 4.09346
C -0.90578 0.61702 4.07380
C -0.11312 0.18774 -2.47682
H 5.16861 -1.80246 -5.17005
H -3.92850 1.93820 -2.44148
H -3.00808 1.87522 -3.94834
H -0.81534 -2.51553 5.31531
H 0.29951 -0.94148 -0.67320
H -0.28485 -1.95955 2.41959
H -2.75338 0.49989 0.96272
H 2.14607 -1.27105 -1.63444
H -0.96310 2.43840 5.17903
H -0.81493 1.34068 7.37078
H 0.39724 0.65033 -5.05657
H 2.41038 0.24254 -6.31425
H -2.03729 -1.66301 2.51964
H -1.91411 1.78119 2.56082
H 4.62489 -0.66997 -6.37807
H 0.15947 -0.04174 1.37210
H -0.70565 -1.18301 7.46320
H -0.11827 1.92244 2.50060
H 4.17430 -1.77848 -2.93889
```

Structure (SMILES) = Nc1ccc(-c2cc(NC3Cc4ccccc4C3)nc(N)n2)cc1
E_HOMO = -7.70 eV
M = 317.40 g mol⁻¹
Spin multiplicity = 1

=====

Entry 5:
The following is a quantum chemistry calculation of one molecule with the formula C6H12NO at a distorted geometry, from OMol25.

Geometry as XYZ:
```
20
Properties=species:S:1:pos:R:3
O 2.60495 -2.27961 2.34150
N -2.99335 2.15108 -2.22941
C 1.72568 -0.32584 0.91024
C 0.08780 -0.22577 0.93597
C 2.32351 -1.68487 1.06117
C -2.05358 1.18098 -1.87353
C -1.59550 0.79201 -0.61234
C -0.32725 0.37920 -0.36089
H 3.14667 -1.89332 0.40779
H -3.15390 2.26360 -3.22088
H -0.31471 -1.17146 1.24052
H -0.13365 0.47581 1.78864
H 1.66129 -2.47417 0.62014
H 2.01354 0.56293 1.50022
H 0.42316 0.25216 -1.09678
H 2.25708 -1.68929 3.01561
H -3.91774 1.95960 -1.84889
H -1.41141 0.89314 -2.66026
H -2.31347 0.93426 0.20722
H 1.97087 -0.10045 -0.12602
```

E_HOMO (spin up / spin down) = -6.56 / -9.38 eV
M = 114.17 g mol⁻¹
Spin multiplicity = 2

=====

Entry 6:
The following is a quantum chemistry calculation of C2H5N3O2 as an isolated structure at a distorted geometry, from OMol25.

Geometry as XYZ:
```
12
Properties=species:S:1:pos:R:3
O -1.35748 -0.63172 -0.98310
O 2.13628 -0.10276 -1.40270
N -1.04273 0.75561 1.62559
N 0.07587 -0.63652 -0.31533
N 1.26846 0.67685 1.18757
C 0.95834 -0.29901 -1.44170
C 0.10258 0.31292 0.94851
H -2.05538 0.11399 1.03782
H 2.01787 0.13449 0.64962
H -0.96679 1.54471 2.17432
H 0.36260 -0.27393 -2.53716
H -1.49961 -1.59463 -0.94344
```

E_HOMO = -9.50 eV
M = 103.08 g mol⁻¹
Spin multiplicity = 1

=====

Entry 7:
The following is a quantum chemistry calculation of C45H64ClFIN5O2SSeSr as an isolated structure at a distorted geometry, from OMol25.

Geometry as XYZ:
```
122
Properties=species:S:1:pos:R:3
I -1.72332 3.94152 3.16739
Sr -1.17802 1.66607 -1.35512
Se 1.54797 -0.35202 1.62193
Cl -7.26028 3.78507 1.83829
S -2.49126 -1.68922 -3.37416
F -2.68089 0.72613 -7.84558
O -1.79210 1.87426 0.77241
O -1.70917 -1.06649 0.94714
N 3.32426 1.87392 2.31773
N -3.82292 0.91268 -0.76781
N -2.27867 -3.17840 -1.11534
N 1.86929 1.47734 3.88231
N -0.39122 -2.89660 -2.36346
C -2.97963 2.29875 1.00949
C -2.41125 3.42480 -2.89495
C 2.67068 2.49267 4.34943
C -3.63585 -2.88729 -0.67790
C 5.58526 -0.02542 1.49838
C -3.28591 3.22660 2.00685
C 1.03872 -3.20661 -0.34039
C 4.54295 4.51077 4.68005
C 3.64599 4.23683 5.68193
C 2.03464 -0.36153 6.23910
C 2.85666 -4.97388 -0.07192
C 2.23347 1.08473 2.61348
C -3.62508 2.00332 -4.56756
C 2.65956 3.20875 5.55984
C 0.42228 -3.82228 -1.59074
C -6.14084 0.87181 -1.34121
C -2.49265 2.75426 -4.16820
C 0.68092 1.00147 4.56650
C 1.69500 -4.22686 0.58133
C 0.88037 -0.34838 5.24373
C -2.61432 1.38065 -6.63871
C 3.60274 2.75282 3.33833
C -1.69996 -2.62302 -2.19685
C -1.47721 2.08750 -6.30640
C 4.55865 3.77825 3.45160
C 5.43391 1.44068 1.09548
C 5.18353 -0.99575 0.38977
C 1.28035 0.18477 -3.90317
C -4.79547 0.46826 -1.51829
C -4.59529 3.67402 2.25239
C -5.14188 -4.77124 -1.56798
C -5.42214 2.27341 0.47128
C -4.43676 -4.14870 -0.36542
C 2.32336 -1.76268 6.76804
C -4.11074 1.81456 0.21891
C -6.44578 1.75649 -0.35788
C -1.41682 2.75566 -5.09239
C 1.30281 2.04934 -2.23001
C 3.21549 0.43006 -2.35705
C 3.98484 1.91686 1.02740
C 2.15778 1.19990 -3.16309
C -3.68640 1.32157 -5.77858
C -5.63639 3.21127 1.50891
C 2.87735 2.06673 -4.20836
C -4.19635 -5.26270 -2.66080
H -3.77013 -4.89129 0.08892
H -4.75244 -5.74343 -3.46905
H 6.62711 -0.20645 1.78106
H 0.41935 1.75990 5.30702
H -5.75720 -5.60587 -1.21652
H -3.37151 3.60747 -2.40431
H 0.76204 -0.44473 -3.16989
H -0.50733 3.27792 -4.81704
H 5.71872 -0.77247 -0.53878
H 4.97864 -0.21444 2.38925
H -4.10971 -2.31270 -1.47255
H 1.86285 -0.46907 -4.56570
H 1.94926 3.00346 6.34785
H 1.20731 -4.16720 -2.26448
H 3.71331 -0.33793 -2.96730
H -0.63868 2.10371 -6.99337
H 3.58852 -4.26346 -0.46554
H -0.18481 -4.69981 -1.34038
H 2.52759 -5.60765 -0.89980
H -4.51513 -0.22992 -2.30103
H -0.05461 -0.61304 5.75196
H 5.26397 5.30861 4.82094
H 5.88356 1.59329 0.10730
H 0.51001 0.68460 -4.49525
H 3.67889 4.82214 6.59446
H 1.78499 -2.46709 -0.64507
H -4.56083 0.74178 -6.05082
H 2.58195 -2.43471 5.94597
H 1.05378 -1.09782 4.46670
H 0.94345 -4.94338 0.93474
H 4.11196 -0.93659 0.19263
H -5.18200 -3.89458 0.39366
H 5.40970 -2.02829 0.66944
H 2.92705 0.03689 5.75032
H -7.46535 2.08319 -0.20103
H 3.39750 1.30414 0.34500
H -0.90787 -0.67433 1.34348
H 2.00054 2.74882 -1.72407
H -4.77804 4.39526 3.03742
H 3.98286 1.11393 -1.98092
H 2.75554 -0.05976 -1.49293
H 3.15297 -1.76662 7.47870
H 3.94223 2.94884 0.66638
H -6.90686 0.47381 -1.99432
H -3.48501 -5.99091 -2.26146
H -2.20221 -0.29123 0.63945
H -0.12776 0.94972 3.83663
H 0.03417 -2.40998 -3.13572
H 1.81318 0.31177 7.07402
H -3.57467 -2.24905 0.20390
H -3.62729 -4.43988 -3.09825
H 5.25118 4.01329 2.65696
H -5.83010 -4.03202 -1.99134
H 5.98035 2.07294 1.79869
H 0.27553 -2.64643 0.20526
H -4.47936 1.96314 -3.89975
H 1.44844 -2.18344 7.27285
H -1.63968 -3.38100 -0.36137
H 2.14890 2.61515 -4.81292
H 2.06283 -3.68822 1.45658
H 3.49546 1.46074 -4.88639
H -1.74401 4.28519 -2.85557
H 3.52288 2.79596 -3.71096
H 3.36976 -5.61636 0.64625
```

E_HOMO (spin up / spin down) = -1.38 / 0.96 eV
M = 1087.04 g mol⁻¹
Spin multiplicity = 1
Total charge = -2

=====

Entry 8:
The following is a quantum chemistry calculation of C24H14Br2F6IrN3O3 as an isolated structure at a distorted geometry, from OMol25.

Geometry as XYZ:
```
53
Properties=species:S:1:pos:R:3
Ir 0.57224 -0.42481 -0.24292
Br -0.45599 -1.78946 -2.43290
Br 2.73620 2.23673 -1.85948
F -1.94012 3.08370 2.16765
F -0.93355 1.69230 -1.64553
F -1.58285 3.67969 -1.01533
F -1.47527 0.96651 2.10029
F -2.85106 0.51493 -0.28590
F -0.03960 2.36251 2.90190
O 2.83832 -3.59813 0.41263
O 1.13222 -2.17354 0.32850
O 0.63957 1.35741 0.38059
N 2.70063 -0.22444 -0.54263
N -9.02270 6.87834 0.78448
N -1.21161 -1.43719 0.13285
C -5.75079 3.89540 -1.11028
C 5.44191 -0.28667 -0.12450
C 2.42689 -2.48716 0.25453
C -1.65496 -2.01643 -0.98045
C 4.83526 0.83180 -0.66246
C 3.31340 -1.32499 -0.05846
C -3.90624 2.58584 -0.21753
C -2.83675 1.87996 -0.33015
C -1.44328 2.40867 -0.58716
C 0.40876 3.71856 0.56071
C -0.95730 2.19996 1.94711
C -8.14340 6.16034 0.60428
C 3.46739 0.81713 -0.88372
C -7.04570 5.25550 0.38683
C -2.84352 -2.69535 -1.07479
C -3.15029 -2.18718 1.25450
C -0.32756 2.38393 0.55303
C -5.23483 3.95320 1.27893
C -6.26578 4.83871 1.47239
C -6.78290 4.77583 -0.90108
C -3.61112 -2.76288 0.08046
C -1.93488 -1.53352 1.25329
C -4.94382 3.46817 -0.02426
C 4.67078 -1.40335 0.14952
H -1.51220 -1.08622 2.13943
H -3.15283 -3.15030 -2.00389
H -7.40380 5.09841 -1.72568
H -0.26876 4.52008 0.84561
H 5.40628 1.70368 -0.94485
H -4.62326 3.62813 2.10928
H 5.08397 -2.33054 0.52020
H -6.48165 5.22126 2.46058
H -3.72717 -2.23699 2.16636
H -5.54809 3.51028 -2.10014
H -4.56434 -3.27358 0.06021
H 6.50887 -0.29435 0.05248
H 0.80586 3.93450 -0.42259
H 1.22804 3.66200 1.27303
```

E_HOMO (spin up / spin down) = -10.53 / -12.40 eV
M = 858.41 g mol⁻¹
Spin multiplicity = 2
Total charge = +1

=====

Entry 9:
The following is a quantum chemistry calculation of C4H7NO2 as an isolated structure, from OMol25.

Geometry as XYZ:
```
14
Properties=species:S:1:pos:R:3
O 0.41632 2.36624 -0.34841
O 0.32263 -1.29305 0.10971
N 1.54207 1.53969 0.65803
C 0.54052 1.12167 0.02663
C -1.01457 -0.01781 -1.58382
C -0.28087 -0.07022 -0.26908
C -0.76600 -0.83588 0.89086
H -1.69421 -1.39593 0.78141
H -0.51360 -0.50906 1.89892
H -0.30435 0.00139 -2.41584
H 2.44420 -0.94946 1.90191
H 2.69381 -0.25728 1.78979
H -1.64970 -0.90113 -1.68593
H -1.63630 0.88081 -1.63852
```

E_HOMO = -9.95 eV
M = 101.10 g mol⁻¹
Spin multiplicity = 1